# 1
ORCA calculation (ωB97M-V/def2-TZVPD) on C17H18ClN3O3S in the gas phase.

Properties
ΔE to the lowest compared entry with this formula, charge and spin (kcal/mol): 0.0
E (eV): -51892.843
Kohn-Sham gap (eV): 8.53
SMILES: O=C(O)CSCC(=O)N1CCN(c2ccnc3cc(Cl)ccc23)CC1

```
! wB97M-V def2-TZVPD RIJCOSX def2/J DEFGRID3
* xyz 0 1
Cl -3.964 -3.860 4.741
S 3.242 1.294 -4.339
O 0.122 1.323 -2.895
O 1.905 -0.992 -3.163
O 0.112 0.444 -4.950
N -3.234 0.953 3.419
N 2.034 -0.522 -0.969
N -0.006 0.055 0.876
C -1.277 -2.019 2.468
C -1.956 -2.976 3.170
C -3.530 -1.325 3.955
C -2.824 -0.320 3.260
C -2.548 1.892 2.826
C 3.176 0.947 -2.557
C 0.957 1.077 0.521
C 2.266 0.366 0.145
C -3.106 -2.623 3.891
C -0.260 -0.822 -0.256
C -1.458 1.664 1.981
C 1.648 2.170 -4.535
C -1.048 0.366 1.733
C 0.548 1.281 -4.025
C -1.708 -0.678 2.454
C 2.301 -0.269 -2.271
C 1.039 -1.528 -0.648
H 3.047 1.089 -0.081
H -4.386 -1.031 4.540
H -0.477 -0.229 -4.575
H 1.543 2.346 -5.602
H 2.805 1.844 -2.064
H 0.615 1.676 -0.336
H 1.132 1.726 1.380
H 2.594 -0.243 0.995
H 1.690 3.105 -3.977
H 1.413 -2.140 0.178
H -0.592 -0.219 -1.115
H -1.040 -1.541 -0.012
H -0.990 2.502 1.491
H -1.613 -3.998 3.186
H -2.895 2.904 2.993
H 4.204 0.749 -2.252
H 0.889 -2.152 -1.530
H -0.369 -2.288 1.951
*
```

# 2
ORCA calculation (ωB97M-V/def2-TZVPD) on 2 unconnected molecules or ions with the total composition C17H18ClN5O2P.

Properties
E (eV): -51273.058
Kohn-Sham gap (eV): 7.96

```
! wB97M-V def2-TZVPD RIJCOSX def2/J DEFGRID3
* xyz 1 1
Cl -3.466 -0.173 3.218
P -3.789 1.090 1.630
O 2.000 3.222 0.640
O -3.482 2.550 2.222
N 4.081 3.080 -0.197
N -1.328 1.790 0.738
N -0.895 -2.434 -1.915
N -0.152 1.609 0.168
N -3.201 -3.876 0.997
C 0.259 0.468 -0.347
C -2.400 -2.831 0.885
C -4.902 -2.620 -0.138
C -4.066 -1.526 -0.245
C 1.140 -2.449 -0.651
C -0.081 -1.907 -1.003
C -2.787 -1.633 0.289
C 3.125 3.714 0.503
C 0.715 -4.167 -2.248
C -1.827 -0.515 0.219
C 1.541 -3.617 -1.286
C 3.466 5.042 1.123
C -4.430 -3.758 0.499
C -0.488 -3.538 -2.527
C -0.568 -0.655 -0.359
C -2.140 0.759 0.779
C 5.445 3.516 -0.449
H 2.591 5.411 1.648
H 6.152 2.791 -0.047
H 4.287 4.940 1.832
H 2.486 -4.079 -1.031
H -4.398 -0.613 -0.725
H -2.625 2.653 2.662
H 3.749 5.764 0.356
H 5.618 3.611 -1.521
H 5.628 4.476 0.019
H -1.398 -2.927 1.297
H -1.157 -3.958 -3.272
H -5.912 -2.594 -0.527
H 1.761 -2.001 0.117
H 0.469 2.429 0.159
H 1.257 0.449 -0.767
H 3.793 2.195 -0.584
H 1.009 -5.070 -2.766
H -5.083 -4.618 0.608
*
```

# 3
ORCA calculation (ωB97M-V/def2-TZVPD) on C17H18ClNO4S2 in the gas phase.

Properties
ΔE to the lowest compared entry with this formula, charge and spin (kcal/mol): 7.1
E (eV): -61793.369
Kohn-Sham gap (eV): 9.05
SMILES: O=C(COc1ccccc1Cl)N(Cc1cccs1)[C@H]1CCS(=O)(=O)C1

```
! wB97M-V def2-TZVPD RIJCOSX def2/J DEFGRID3
* xyz 0 1
Cl -1.872 0.733 -1.330
S 1.296 3.509 1.095
S 4.239 -1.178 0.024
O 5.214 -2.160 -0.352
O -1.007 -1.640 0.697
O 4.707 -0.035 0.766
O -2.499 0.303 1.809
N 0.912 -0.448 0.708
C 2.006 -1.428 -1.330
C -0.418 -0.609 0.951
C -5.420 -1.348 0.497
C -3.199 -0.071 -0.548
C 2.857 -1.987 0.919
C 1.304 1.966 0.300
C -5.276 -1.240 -0.877
C 3.285 -0.626 -1.434
C 1.607 -1.603 0.151
C 0.795 3.441 -1.410
C -4.453 -0.834 1.331
C 1.024 2.100 -1.025
C -4.165 -0.603 -1.390
C 1.638 0.745 1.104
C -3.314 -0.189 0.836
C -1.139 0.578 1.585
C 0.911 4.309 -0.377
H 2.171 -2.423 -1.746
H 2.860 -1.656 1.951
H 2.711 0.549 1.023
H 0.797 5.375 -0.381
H -4.035 -0.503 -2.457
H 1.182 -0.969 -1.875
H 1.440 0.964 2.160
H -0.735 0.757 2.587
H 3.048 -3.054 0.865
H -6.283 -1.842 0.918
H 0.860 -2.406 0.206
H 0.553 3.736 -2.415
H 0.952 1.279 -1.713
H 3.138 0.445 -1.344
H -6.020 -1.647 -1.544
H 3.866 -0.857 -2.320
H -4.539 -0.915 2.403
H -0.999 1.483 0.984
*
```

# 4
ORCA calculation (ωB97M-V/def2-TZVPD) on a molecular structure, C17H18Co2NO7.

Properties
ΔE to the lowest compared entry with this formula, charge and spin (kcal/mol): 0.0
E (eV): -108984.080
Kohn-Sham gap (eV): 5.48

```
! wB97M-V def2-TZVPD RIJCOSX def2/J DEFGRID3
* xyz 1 1
Co 3.097 0.226 0.431
Co 3.762 -1.345 2.327
O 6.265 -1.391 3.845
O -5.248 -0.158 0.335
O 1.751 -0.122 4.092
O 3.544 -4.197 2.790
O 5.133 1.463 2.112
O 1.219 2.280 1.335
O 4.610 1.877 -1.476
N -2.585 0.370 -0.359
C 2.512 -0.641 3.395
C 5.277 -1.386 3.245
C 3.609 -3.059 2.607
C 1.935 1.427 1.004
C 0.654 -1.198 -0.678
C 1.865 -1.008 -0.093
C 3.983 1.163 -0.818
C -0.750 0.791 -1.917
C 4.381 0.682 1.677
C -2.957 0.347 1.061
C -1.270 0.623 -0.653
C -4.833 -0.141 -1.035
C -3.374 -0.563 -1.166
C -4.441 0.656 1.190
C 0.679 1.133 -2.157
C -1.610 1.004 -3.123
C 3.004 -1.562 0.433
H 1.129 0.397 -2.837
H 0.615 -1.394 -1.754
H -1.206 1.835 -3.719
H -3.068 -0.554 -2.215
H -2.366 1.093 1.595
H 0.802 2.124 -2.618
H -0.647 0.776 0.238
H 1.258 1.161 -1.231
H -2.648 1.256 -2.884
H -4.792 0.407 2.202
H -0.167 -1.577 -0.058
H -5.489 -0.873 -1.536
H -4.612 1.728 0.979
H -2.760 -0.651 1.490
H -1.574 0.122 -3.777
H -3.265 -1.596 -0.770
H 3.550 -2.392 -0.032
H -4.972 0.867 -1.480
*
```